# 1
C22H27N3O5S2W | ωB97M-V/def2-TZVPD

The calculation puts the energy above the lowest of the compared OMol25 structures with the same formula, charge and spin at 0.0 kcal per mole. Its orbital gap is 5.99 eV.

ORCA input file:
```
! RIJCOSX wB97M-V def2-TZVPD def2/J DEFGRID3
* xyz 2 1
N -0.403 -1.315 -2.372
H -1.075 -2.950 4.123
C 3.842 1.057 -1.956
H 2.951 1.810 2.189
C 3.568 3.375 -1.383
N 1.421 1.236 0.847
C -2.992 -1.973 4.213
H -1.327 2.389 2.459
C -2.489 -1.659 -1.202
C 0.461 2.285 1.275
H 4.910 2.657 -2.896
H 3.826 4.413 -1.542
C -0.097 -2.738 -2.720
H -3.378 -2.631 4.978
H -2.109 -0.070 -2.548
O -3.564 -2.135 -1.081
H 0.061 2.769 0.387
H -1.032 -3.293 -2.664
C 0.273 -0.318 -3.212
C 2.294 1.726 -0.218
C -1.867 -1.132 -2.475
C 0.884 -3.368 -1.759
H 0.265 -2.808 -3.747
O 0.520 -2.832 -0.459
S 0.410 -1.533 2.096
C 2.635 3.051 -0.403
C -0.618 1.645 2.096
C -3.293 -0.108 2.712
H -2.282 -1.636 -3.347
H -1.881 1.966 -0.281
H 1.773 0.675 2.882
S 2.303 -0.892 -0.795
C -1.222 -1.311 2.750
H -3.937 0.672 2.337
H 0.870 -3.335 0.293
C 2.338 0.930 1.994
O -1.641 -1.444 -0.159
H 1.327 -0.575 -3.330
C -3.783 -0.962 3.696
C -2.005 -0.285 2.242
N -1.356 0.629 1.279
C -1.699 -2.154 3.738
H -3.026 0.623 -0.031
H -4.793 -0.825 4.056
H 1.924 -3.142 -1.975
W 0.103 -0.657 -0.067
O -0.162 0.906 -1.180
H 0.976 3.037 1.875
C 0.178 1.027 -2.512
C -2.373 1.343 0.455
H 2.985 0.095 1.737
C 4.179 2.389 -2.146
H 4.300 0.277 -2.549
H -0.205 1.139 2.965
H 2.197 3.841 0.191
C 2.884 0.748 -1.000
H 0.745 -4.447 -1.732
H -2.978 1.980 1.096
H -0.173 -0.240 -4.204
O 0.363 2.080 -3.014
*
```

List of Mulliken charges in e, atom by atom: atom 1 (N): -0.1499, atom 2 (H): 0.4904, atom 3 (C): -0.5360, atom 4 (H): 0.4141, atom 5 (C): -0.9409, atom 6 (N): 0.4805, atom 7 (C): -0.7300, atom 8 (H): 0.3793, atom 9 (C): 0.4045, atom 10 (C): -0.9071, atom 11 (H): 0.4555, atom 12 (H): 0.4719, atom 13 (C): -0.6481, atom 14 (H): 0.4445, atom 15 (H): 0.3809, atom 16 (O): -0.5254, atom 17 (H): 0.4186, atom 18 (H): 0.4543, atom 19 (C): -0.9566, atom 20 (C): -0.3804, atom 21 (C): -0.7401, atom 22 (C): -0.7705, atom 23 (H): 0.4676, atom 24 (O): -0.5884, atom 25 (S): -0.6147, atom 26 (C): -0.5577, atom 27 (C): -1.1922, atom 28 (C): -0.7313, atom 29 (H): 0.5413, atom 30 (H): 0.2573, atom 31 (H): 0.5578, atom 32 (S): -0.3064, atom 33 (C): 1.5261, atom 34 (H): 0.4439, atom 35 (H): 0.3941, atom 36 (C): -1.2880, atom 37 (O): -0.5804, atom 38 (H): 0.5307, atom 39 (C): -0.9259, atom 40 (C): -0.2826, atom 41 (N): 0.9316, atom 42 (C): -0.8381, atom 43 (H): 0.4246, atom 44 (H): 0.4688, atom 45 (H): 0.3709, atom 46 (W): 2.7132, atom 47 (O): -0.2405, atom 48 (H): 0.7556, atom 49 (C): 0.4598, atom 50 (C): -1.6121, atom 51 (H): 0.3773, atom 52 (C): -0.7252, atom 53 (H): 0.5372, atom 54 (H): 0.5190, atom 55 (H): 0.4784, atom 56 (C): 1.0373, atom 57 (H): 0.5276, atom 58 (H): 0.5877, atom 59 (H): 0.5470, atom 60 (O): -0.4810

# 2
C6H18N2NaO9S3 | ωB97M-V/def2-TZVPD

The calculation puts the energy above the lowest of the compared OMol25 structures with the same formula, charge and spin at 0.0 kcal per mole. As for the expectation value of S²: 0.756. Its orbital gap (alpha / beta) is 7.32 / 2.64 eV.

ORCA input file:
```
! RIJCOSX wB97M-V def2-TZVPD def2/J DEFGRID3
* xyz 0 2
H -0.298 18.838 15.106
O 4.384 16.945 8.112
H -1.559 14.572 10.070
H 1.327 18.657 14.454
O -3.248 16.108 7.968
S 1.258 20.439 7.979
H -2.030 14.555 12.385
C 0.551 22.096 7.588
H 2.033 21.341 13.326
H -0.805 12.885 10.105
C 0.509 19.363 14.595
C 0.603 19.375 6.668
H -0.106 14.271 9.285
H 1.000 22.421 6.650
O -0.053 18.778 12.006
H -0.468 19.513 6.519
H -0.937 15.469 13.420
C -1.033 14.560 12.826
N -2.351 16.891 7.779
H -0.539 22.076 7.593
H 2.413 20.028 12.174
S 0.343 14.578 11.592
N 3.333 17.121 8.685
O -2.163 17.296 6.677
O 3.250 17.819 9.719
H 0.814 22.886 8.291
S 0.062 19.975 12.919
C -0.660 13.964 10.172
H 0.667 18.292 6.775
C 1.664 20.759 12.482
O -1.665 17.225 8.754
H 1.026 20.127 15.176
H -0.859 13.719 13.497
O 0.505 19.968 9.218
H 1.373 21.506 11.744
Na 0.578 17.879 9.995
O 2.308 16.673 8.221
O 0.478 16.045 11.358
H 1.073 19.532 5.698
*
```

List of Mulliken charges in e, atom by atom: atom 1 (H): 0.3144, atom 2 (O): -0.6797, atom 3 (H): 0.1994, atom 4 (H): 0.3078, atom 5 (O): -0.4168, atom 6 (S): 0.5553, atom 7 (H): 0.2684, atom 8 (C): -1.0397, atom 9 (H): 0.4331, atom 10 (H): 0.3678, atom 11 (C): -0.9938, atom 12 (C): -0.9607, atom 13 (H): 0.3017, atom 14 (H): 0.3967, atom 15 (O): -0.4789, atom 16 (H): 0.3025, atom 17 (H): 0.2571, atom 18 (C): -0.8300, atom 19 (N): 1.1166, atom 20 (H): 0.2954, atom 21 (H): 0.3000, atom 22 (S): 0.4052, atom 23 (N): 1.0831, atom 24 (O): -0.4434, atom 25 (O): -0.6160, atom 26 (H): 0.3512, atom 27 (S): 0.3603, atom 28 (C): -0.8313, atom 29 (H): 0.2776, atom 30 (C): -0.8524, atom 31 (O): -0.2860, atom 32 (H): 0.3750, atom 33 (H): 0.3476, atom 34 (O): -0.6352, atom 35 (H): 0.2165, atom 36 (Na): 0.9271, atom 37 (O): -0.6416, atom 38 (O): -0.5186, atom 39 (H): 0.4641

# 3
C3H11NO3 | ωB97M-V/def2-TZVPD

The calculation puts the energy above the lowest of the compared OMol25 structures with the same formula, charge and spin at 19.1 kcal per mole. As for the expectation value of S²: 0.753. Its orbital gap (alpha / beta) is 3.44 / 7.22 eV.

ORCA input file:
```
! RIJCOSX wB97M-V def2-TZVPD def2/J DEFGRID3
* xyz -1 2
C 0.214 -1.628 -0.854
O 0.344 -1.741 0.383
C -0.108 0.848 -0.700
H -0.635 -0.496 -2.372
N 1.458 -0.128 -2.390
H -2.229 0.183 2.402
O -2.202 -0.660 1.942
O 0.207 2.646 2.384
H 0.223 2.241 1.501
H -0.125 1.839 -1.234
H -0.090 -2.399 -1.556
H 1.606 0.816 -2.742
C 0.246 -0.300 -1.632
H 0.740 1.085 -0.062
H -1.048 0.768 -0.045
H 0.881 2.079 2.784
H 2.245 -0.221 -1.768
H -1.352 -0.707 1.487
*
```

List of Mulliken charges in e, atom by atom: atom 1 (C): -0.7765, atom 2 (O): -0.6766, atom 3 (C): -1.1660, atom 4 (H): 0.0855, atom 5 (N): -1.0136, atom 6 (H): 0.2924, atom 7 (O): -0.6737, atom 8 (O): -0.7006, atom 9 (H): 0.3706, atom 10 (H): 0.3656, atom 11 (H): 0.3340, atom 12 (H): 0.3562, atom 13 (C): 0.5171, atom 14 (H): 0.1888, atom 15 (H): 0.3314, atom 16 (H): 0.3374, atom 17 (H): 0.4830, atom 18 (H): 0.3450

# 4
C4H14NO3 | ωB97M-V/def2-TZVPD

The calculation puts the energy above the lowest of the compared OMol25 structures with the same formula, charge and spin at 219.2 kcal per mole. Its orbital gap is 3.18 eV.

ORCA input file:
```
! RIJCOSX wB97M-V def2-TZVPD def2/J DEFGRID3
* xyz -1 1
C -1.911 -0.033 -0.024
H -2.759 0.900 1.604
H -0.863 0.034 -0.441
H 1.997 -1.401 0.911
H -1.186 1.442 1.167
C 1.089 -0.943 0.518
H 1.047 -1.384 -1.543
C 1.226 -0.515 -0.893
C -1.779 0.524 1.373
O 4.191 -1.425 -0.994
H -1.234 -0.061 2.126
H 0.686 0.203 -1.449
H 0.319 -2.629 1.256
H 0.864 0.080 1.021
N -0.053 -1.833 0.820
O -0.840 2.808 -0.468
H -2.004 1.775 -0.933
H 2.334 -0.261 -1.071
H -2.424 -1.035 -0.036
O -2.615 0.921 -0.930
H -0.987 3.598 -1.042
H 4.901 -0.765 -0.971
*
```

List of Mulliken charges in e, atom by atom: atom 1 (C): 0.6759, atom 2 (H): 0.3236, atom 3 (H): -0.5159, atom 4 (H): 0.4864, atom 5 (H): 0.3119, atom 6 (C): -0.3217, atom 7 (H): 0.3007, atom 8 (C): -0.8921, atom 9 (C): -1.1094, atom 10 (O): -0.8259, atom 11 (H): 0.3028, atom 12 (H): 0.3140, atom 13 (H): 0.2635, atom 14 (H): 0.2228, atom 15 (N): -0.2846, atom 16 (O): -0.9652, atom 17 (H): 0.4541, atom 18 (H): 0.1889, atom 19 (H): 0.3560, atom 20 (O): -0.6454, atom 21 (H): 0.1522, atom 22 (H): 0.2072